# 1
# C2H9BNO2

The ion C2H9BNO2 with charge +1 at a distorted geometry (the ωB97M-V functional and the def2-TZVPD basis, the Open Molecules 2025 dataset).

XYZ file:
```
15
Properties=species:S:1:pos:R:3:forces:R:3
N -0.894 0.474 -1.639 -1.493 -0.442 -0.811
C -0.471 0.559 -0.236 -1.115 -1.518 1.457
C 0.127 -0.787 0.269 0.536 2.358 0.429
B 1.085 -0.556 1.550 -2.522 1.659 -1.889
O 1.591 -1.518 2.253 -0.163 -2.853 -0.405
O 1.147 0.755 1.875 1.665 0.841 1.564
H -1.640 1.199 -1.820 2.009 0.078 -0.664
H -1.491 -0.332 -1.797 0.281 -0.870 0.139
H -0.046 0.330 -2.185 -0.477 0.806 -1.059
H -1.435 0.793 0.172 0.056 0.546 1.453
H 0.255 1.345 -0.188 0.084 0.488 0.360
H 0.724 -0.983 -0.557 2.013 -1.017 -1.478
H -0.472 -1.648 0.327 -1.481 -0.760 0.304
H 2.278 -1.293 2.828 1.568 0.284 1.653
H 1.744 0.858 2.666 -0.962 0.401 -1.054
```
Forces are in eV/Å.

Properties
net charge	+1
orbital gap	0.432	hartree
SMILES string	[NH3+]CCB(O)O
E_tot	-8476.89091	eV

=====

# 2
# H12NaO6

A structure of composition H12NaO6 at a distorted geometry (the ωB97M-V functional and the def2-TZVPD basis, the Open Molecules 2025 dataset).

XYZ file:
```
19
Properties=species:S:1:pos:R:3:forces:R:3
Na -0.239 -0.349 0.166 1.274 -4.419 0.447
O 0.209 1.102 -0.638 2.224 8.714 -5.829
H 0.815 1.765 -0.968 0.539 0.398 -0.575
H -0.602 1.255 -1.124 0.394 1.294 0.277
O 0.855 0.705 1.297 -1.841 8.335 9.711
H 0.628 1.496 0.808 0.093 0.286 0.149
H 0.843 0.978 2.215 0.068 0.012 0.882
O -0.271 -0.895 -1.643 -0.533 -2.053 -3.845
H 0.330 -1.193 -2.326 0.189 -0.357 -0.204
H -0.596 -0.052 -1.961 0.523 -0.923 -1.116
O 1.639 -0.640 0.116 5.870 -5.862 -4.688
H 1.451 -0.195 0.942 2.358 -1.431 -0.058
H 2.103 0.013 -0.408 0.580 -0.510 0.027
O -0.329 -1.440 1.482 -1.134 -4.821 5.316
H 0.404 -2.049 1.572 0.392 -0.395 0.091
H -1.092 -1.939 1.773 -0.215 -0.322 0.377
O -1.744 0.273 -0.307 -8.749 2.296 -1.042
H -2.390 0.747 0.217 -0.650 0.203 0.208
H -2.015 0.419 -1.213 -1.383 -0.445 -0.123
```
Forces are in eV/Å.

Properties
net charge	+1
orbital gap	0.367	hartree
E_tot	-16881.47353	eV

=====

# 3
# C3H11N3O

A cluster of 2 separate species, C3H11N3O in total at a distorted geometry (the ωB97M-V functional and the def2-TZVPD basis, the Open Molecules 2025 dataset).

XYZ file:
```
18
Properties=species:S:1:pos:R:3:forces:R:3
C -1.937 0.492 0.476 0.169 0.393 0.566
N -1.988 0.782 -0.940 -0.010 0.052 -0.532
N -1.857 -0.936 0.675 -0.061 -0.183 -0.054
H -1.298 0.243 -1.450 0.035 -0.054 0.128
H -1.880 -1.162 1.663 0.014 0.004 -0.118
H -0.990 -1.296 0.272 -0.071 0.164 0.239
H -1.807 1.761 -1.130 -0.042 -0.051 0.087
H -2.871 0.851 0.926 0.144 -0.019 0.025
H -1.105 1.052 0.984 -0.298 -0.241 -0.187
N 0.774 -1.489 -0.783 -0.569 -0.290 0.695
C 2.192 0.275 -0.690 -0.268 -0.697 -0.033
C 2.018 0.347 0.770 -0.576 -0.887 -0.302
O 1.609 -0.628 -1.388 0.745 0.740 -0.041
H 0.487 -2.138 -1.517 0.407 0.359 -0.284
H 1.848 -0.707 1.098 0.431 0.542 0.055
H 2.897 0.868 -1.246 -0.043 0.074 -0.251
H 1.067 0.824 1.025 -0.031 0.143 -0.024
H 2.841 0.862 1.255 0.022 -0.049 0.033
```
Forces are in eV/Å.

Properties
orbital gap (alpha / beta)	0.313 / 0.313	hartree
E_tot	-9803.04479	eV

=====

# 4
# C2HCl2NS

A cluster of 2 separate species, C2HCl2NS in total at a distorted geometry (the ωB97M-V functional and the def2-TZVPD basis, the Open Molecules 2025 dataset).

XYZ file:
```
7
Properties=species:S:1:pos:R:3:forces:R:3
C -1.347 -0.914 1.244 -0.899 -0.335 0.164
C 0.951 0.568 -0.970 -0.908 2.816 2.776
N -0.464 -0.648 0.515 1.587 0.372 -0.984
S -2.518 -1.512 2.205 0.445 0.443 -0.266
Cl 2.157 0.952 0.140 -0.422 0.061 -0.109
Cl 0.016 1.803 -1.629 0.252 -0.621 0.195
H 1.205 -0.249 -1.505 -0.055 -2.735 -1.776
```
Forces are in eV/Å.

Properties
orbital gap (alpha / beta)	0.222 / 0.165	hartree
E_tot	-39456.65483	eV

=====

# 5
# C37H44BHfN10O4S2Te

A structure of composition C37H44BHfN10O4S2Te at a distorted geometry (the ωB97M-V functional and the def2-TZVPD basis, the Open Molecules 2025 dataset).

XYZ file:
```
100
Properties=species:S:1:pos:R:3:forces:R:3
Hf 0.601 -0.330 -0.419 -0.966 0.210 -0.662
C -3.314 -0.747 0.198 0.027 0.049 -0.098
C -3.090 -1.528 1.480 0.020 -0.044 0.072
C -3.775 -2.897 1.402 -0.056 -0.025 -0.043
C -1.669 -1.703 1.959 -0.029 -0.004 -0.176
C -1.406 -2.141 3.256 0.043 0.079 0.055
C -0.038 -2.183 3.368 -0.054 -0.086 -0.083
N 0.494 -1.814 2.199 0.100 -0.089 -0.049
N -0.502 -1.508 1.299 0.162 0.089 0.425
B 2.021 -1.709 1.961 0.003 -0.071 0.150
N 2.456 -2.421 0.675 -0.114 -0.054 -0.017
C 3.300 -3.451 0.655 0.000 0.053 -0.052
C 3.461 -3.856 -0.645 0.067 -0.052 0.002
C 2.663 -3.019 -1.420 -0.128 0.270 -0.032
N 2.030 -2.127 -0.604 0.339 0.171 0.268
C 2.619 -3.233 -2.921 0.028 -0.084 0.083
C 1.995 -4.606 -3.211 -0.024 -0.023 -0.010
C 1.996 -2.182 -3.818 -0.007 0.031 0.019
N 2.475 -0.245 1.956 0.044 -0.057 -0.063
C 3.194 0.326 2.919 -0.034 0.064 -0.071
C 3.382 1.646 2.588 0.067 0.015 0.016
C 2.742 1.844 1.368 -0.167 -0.051 -0.134
N 2.170 0.667 0.972 -0.001 -0.346 0.106
C 2.792 3.204 0.704 0.009 -0.010 0.089
C 3.813 3.278 -0.430 -0.021 -0.025 -0.081
C 1.452 3.806 0.302 -0.068 0.003 -0.032
H -4.327 -0.348 0.183 -0.038 -0.045 -0.018
H -3.193 -1.381 -0.682 0.032 -0.028 -0.002
H -2.636 0.098 0.130 -0.040 0.056 0.062
H -3.573 -0.965 2.285 0.018 -0.011 0.003
H -3.293 -3.520 0.646 0.012 -0.005 -0.013
H -4.821 -2.775 1.121 -0.012 0.022 0.001
H -3.743 -3.429 2.351 0.021 0.000 0.028
H -2.132 -2.382 4.012 -0.035 -0.004 0.026
H 0.598 -2.462 4.188 0.016 -0.028 0.040
H 2.553 -2.254 2.881 -0.002 0.035 -0.016
H 3.733 -3.815 1.570 0.015 -0.035 0.044
H 4.087 -4.650 -1.009 0.029 -0.023 -0.011
H 3.678 -3.299 -3.190 -0.035 -0.006 -0.037
H 0.929 -4.605 -2.978 -0.048 0.023 0.003
H 2.464 -5.407 -2.644 0.012 -0.001 0.026
H 2.105 -4.833 -4.271 -0.001 -0.021 -0.012
H 0.987 -1.928 -3.508 -0.130 -0.017 0.028
H 1.937 -2.578 -4.832 0.028 0.002 -0.020
H 2.586 -1.274 -3.850 0.021 0.028 0.015
H 3.518 -0.247 3.770 0.025 -0.024 0.025
H 3.927 2.391 3.140 0.010 0.015 0.024
H 3.182 3.831 1.511 -0.035 0.022 -0.046
H 3.545 2.631 -1.262 0.035 0.191 0.139
H 4.810 2.992 -0.093 0.010 -0.034 0.024
H 3.863 4.302 -0.800 0.013 0.043 0.018
H 1.048 3.314 -0.578 -0.019 0.017 0.007
H 1.593 4.857 0.049 0.026 0.019 0.010
H 0.721 3.757 1.109 0.004 -0.008 0.043
O -1.351 0.375 -2.055 0.265 0.018 0.053
C -1.529 -0.540 -3.142 -0.060 0.026 -0.059
C -1.501 -1.925 -2.588 -0.043 -0.191 0.035
C -2.257 -2.947 -3.139 0.056 0.083 0.011
C -2.217 -4.201 -2.558 -0.012 -0.054 -0.021
C -1.417 -4.394 -1.443 0.091 0.087 0.033
C -0.680 -3.330 -0.961 -0.120 -0.060 -0.245
N -0.715 -2.105 -1.516 0.224 -0.123 0.209
H -2.211 0.734 -1.794 0.063 -0.077 0.126
H -0.700 -0.386 -3.838 -0.042 0.017 0.038
H -2.463 -0.336 -3.664 0.012 0.017 0.030
H -2.881 -2.744 -3.998 -0.013 -0.005 -0.017
H -2.809 -5.011 -2.962 -0.012 -0.010 0.000
H -1.352 -5.352 -0.947 -0.017 -0.018 -0.006
H -0.040 -3.457 -0.103 0.012 -0.016 0.033
O -5.602 6.906 0.411 -0.129 -0.043 -0.105
S -6.345 5.694 0.716 0.034 -0.045 -0.087
O -6.231 4.635 -0.270 -0.131 0.142 -0.087
O -7.644 5.867 1.312 -0.040 0.032 -0.088
C -5.298 5.082 2.048 0.339 -0.308 0.634
N -5.456 5.506 3.313 -0.085 0.108 -0.302
C -4.549 5.135 4.194 0.007 -0.097 0.215
C -3.452 4.330 3.883 -0.111 0.108 -0.006
C -3.411 3.919 2.569 0.452 -0.460 -0.201
N -4.319 4.264 1.674 -0.082 0.231 -0.176
C -2.353 3.044 1.971 -0.308 0.411 0.159
C -2.189 3.106 0.585 0.138 -0.107 -0.047
C -1.301 2.255 -0.021 -0.099 0.184 0.236
N -0.607 1.311 0.653 0.220 0.093 -0.106
C -0.694 1.322 1.997 -0.178 0.107 -0.032
C -1.535 2.175 2.683 0.064 -0.175 0.020
H -4.698 5.483 5.211 0.026 0.046 0.009
H -2.700 4.084 4.617 0.010 -0.034 0.033
H -2.776 3.811 0.014 -0.039 0.012 -0.013
H -1.122 2.331 -1.081 0.041 0.017 -0.047
H -0.091 0.603 2.536 0.000 0.035 0.000
H -1.586 2.106 3.761 0.004 0.031 0.012
Te 1.429 1.181 -2.580 0.218 0.013 -0.156
C 3.472 0.723 -2.641 0.071 -0.112 0.016
C 4.322 0.215 -1.696 0.023 -0.103 -0.078
C 5.642 0.029 -2.191 -0.076 0.020 -0.027
C 5.767 0.400 -3.496 0.005 -0.009 0.082
S 4.293 0.982 -4.122 0.003 0.046 -0.129
H 4.039 0.004 -0.674 -0.031 -0.021 -0.016
H 6.460 -0.354 -1.600 0.026 -0.014 0.024
H 6.649 0.377 -4.112 0.052 0.000 -0.027
```
Forces are in eV/Å.

Properties
net charge	+1
orbital gap	0.165	hartree
E_tot	-93118.48510	eV

=====

# 6
# C3H6NO3

The ion C3H6NO3 with charge +1 at a distorted geometry (the ωB97M-V functional and the def2-TZVPD basis, the Open Molecules 2025 dataset).

XYZ file:
```
13
Properties=species:S:1:pos:R:3:forces:R:3
N -1.830 0.067 -0.194 3.417 0.664 -1.456
C -0.508 0.042 0.654 -0.085 -0.348 0.045
C 0.635 0.645 -0.017 0.115 -0.131 0.316
O 1.374 1.714 0.311 0.153 -0.737 -1.516
O 0.453 -0.130 -1.252 0.604 0.876 -0.673
C 0.640 -0.770 0.039 1.459 -0.831 -0.174
O 1.442 -1.872 0.162 -0.938 0.576 0.448
H -2.332 -0.716 0.067 -1.748 -2.063 0.346
H -1.614 0.090 -1.271 0.137 -0.445 2.433
H -2.313 0.891 0.011 -1.299 1.638 0.558
H -0.538 0.280 1.746 -0.707 -0.673 -0.965
H 2.176 1.546 -0.220 0.306 0.814 0.451
H 2.414 -1.788 -0.036 -1.416 0.660 0.189
```
Forces are in eV/Å.

Properties
net charge	+1
orbital gap	0.373	hartree
SMILES string	[NH3+][C@@H]1[C@]2(O)O[C@]12O
E_tot	-10829.58378	eV

=====

# 7
# C10H10BrNO

An isolated molecule of C10H10BrNO at a distorted geometry (the ωB97M-V functional and the def2-TZVPD basis, the Open Molecules 2025 dataset).

XYZ file:
```
23
Properties=species:S:1:pos:R:3:forces:R:3
C 0.625 0.628 -3.517 0.282 0.987 -2.281
C -0.311 -0.364 -2.845 -1.360 0.986 -0.650
O -0.607 0.044 -1.473 -0.866 0.192 -2.211
C 0.204 -0.395 -0.545 -0.230 -0.210 1.549
C 1.349 -1.158 -0.913 -0.129 0.255 0.180
N 2.284 -1.683 -1.323 0.336 -0.330 0.031
C -0.167 -0.089 0.766 2.479 -1.374 0.161
C -1.093 0.889 1.043 -2.285 -0.282 5.435
C -1.637 0.978 2.396 2.130 -1.265 -2.711
C -1.175 0.088 3.447 -0.307 2.553 -1.514
C -0.062 -0.614 3.188 -0.203 -1.069 -0.924
C 0.534 -0.714 1.883 -0.307 1.251 0.039
Br 2.368 0.742 2.460 -0.225 -0.153 -0.274
H 1.245 1.249 -2.781 -0.721 -1.157 -1.172
H 1.248 0.055 -4.301 -0.409 0.826 1.609
H 0.066 1.350 -4.239 0.679 -0.927 1.683
H 0.081 -1.331 -2.801 1.080 -1.423 0.186
H -1.256 -0.565 -3.446 0.737 0.972 1.163
H -1.453 1.500 0.304 -0.853 1.405 -1.619
H -2.322 1.748 2.642 -0.651 0.532 0.011
H -1.533 0.326 4.437 -0.111 -0.644 0.195
H 0.367 -1.199 3.938 0.838 -0.687 1.149
H 1.244 -1.485 1.679 0.097 -0.439 -0.034
```
Forces are in eV/Å.

Properties
orbital gap (alpha / beta)	0.249 / 0.221	hartree
SMILES string	CCO/C(C#N)=C1\C=CC=C[C@@H]1Br
E_tot	-84108.90304	eV

=====

# 8
# C33H37FeN4O4Se

A structure of composition C33H37FeN4O4Se (the ωB97M-V functional and the def2-TZVPD basis, the Open Molecules 2025 dataset).

XYZ file:
```
80
Properties=species:S:1:pos:R:3:forces:R:3
Fe -1.251 0.299 0.385 0.073 0.133 0.046
C -2.047 -2.303 3.917 -0.007 0.006 0.008
C -2.357 -1.455 2.702 0.023 -0.018 0.017
O -1.383 -1.089 2.030 -0.024 0.017 -0.045
C -3.732 -1.132 2.383 -0.009 -0.002 -0.001
C -4.769 -1.664 3.186 0.007 -0.003 0.007
C -6.092 -1.427 2.931 -0.010 -0.006 0.011
C -6.431 -0.622 1.828 0.024 0.010 -0.015
C -5.464 -0.082 1.029 -0.027 0.001 0.004
C -4.075 -0.302 1.268 0.029 0.028 -0.013
O -3.231 0.256 0.480 -0.057 -0.052 0.000
H -0.968 -2.413 3.985 0.001 0.000 0.001
H -2.510 -3.288 3.842 0.002 -0.003 -0.003
H -2.420 -1.831 4.827 0.002 -0.002 0.001
H -4.508 -2.283 4.033 -0.009 -0.001 0.003
H -6.861 -1.849 3.563 0.003 -0.001 0.003
H -7.474 -0.423 1.610 -0.002 -0.002 0.001
H -5.714 0.545 0.183 -0.004 -0.001 0.000
O -0.686 1.734 -6.573 -0.006 0.000 0.010
C -1.545 2.510 -5.749 0.003 -0.008 -0.009
C -1.425 2.020 -4.334 -0.004 0.002 -0.006
C -1.377 2.901 -3.266 -0.038 -0.021 -0.008
C -1.301 2.388 -1.980 -0.007 0.005 -0.011
N -1.265 1.085 -1.736 0.008 0.014 0.023
C -1.315 0.224 -2.755 0.004 0.090 0.005
C -1.392 0.656 -4.070 0.022 -0.023 0.008
C -1.297 -1.214 -2.369 0.002 -0.066 0.027
C -1.361 -2.244 -3.300 -0.026 0.028 0.001
C -1.346 -3.560 -2.868 0.006 -0.023 0.032
C -1.435 -4.709 -3.840 0.017 0.005 -0.009
O -2.700 -5.352 -3.806 -0.012 0.021 -0.023
C -1.264 -3.797 -1.502 0.023 0.005 -0.018
C -1.203 -2.721 -0.638 0.003 0.010 -0.002
N -1.221 -1.459 -1.059 -0.005 0.015 0.023
H -0.815 1.997 -7.488 -0.010 -0.004 -0.011
H -2.587 2.399 -6.072 -0.006 0.030 0.013
H -1.290 3.573 -5.793 0.025 -0.006 0.003
H -1.393 3.971 -3.423 -0.001 0.001 0.001
H -1.261 3.019 -1.100 0.013 0.002 0.005
H -1.415 -0.039 -4.895 0.005 -0.003 0.003
H -1.422 -2.032 -4.357 0.001 0.002 -0.001
H -0.627 -5.421 -3.638 -0.017 -0.008 0.014
H -1.313 -4.346 -4.860 0.016 -0.008 0.001
H -2.900 -5.602 -2.898 -0.002 -0.005 0.013
H -1.224 -4.805 -1.106 0.003 -0.004 -0.011
H -1.114 -2.855 0.433 -0.007 0.003 -0.001
C 1.741 1.751 2.385 -0.008 0.016 0.021
C 0.829 2.648 1.524 0.029 -0.045 -0.021
C 0.688 4.005 2.221 0.002 0.013 0.011
C 1.501 2.872 0.162 -0.007 0.016 -0.022
C -0.501 1.953 1.348 -0.105 -0.097 -0.101
H 2.745 2.183 2.497 -0.002 0.002 -0.013
H 1.821 0.759 1.939 0.001 -0.004 -0.011
H 1.311 1.627 3.381 0.002 0.004 0.004
H 1.655 4.507 2.328 -0.001 0.002 -0.001
H 0.259 3.878 3.218 -0.004 -0.001 0.004
H 0.024 4.661 1.653 0.002 0.000 -0.004
H 2.530 3.236 0.281 0.001 -0.035 -0.002
H 0.957 3.622 -0.417 -0.018 0.004 0.010
H 1.494 1.942 -0.414 0.036 -0.001 0.012
H -1.215 2.294 2.112 0.022 -0.004 0.035
C 3.692 -2.144 1.992 -0.009 -0.005 0.016
N 4.038 -0.946 1.260 0.013 0.004 -0.020
C 3.352 -0.446 0.201 -0.059 0.000 0.013
Se 1.814 -1.091 -0.550 0.085 -0.055 -0.031
N 3.996 0.684 -0.176 -0.011 0.014 0.003
C 5.067 0.946 0.661 0.019 0.016 0.016
C 5.985 1.979 0.711 0.005 0.000 0.000
C 6.949 1.916 1.707 0.001 0.002 -0.001
C 6.992 0.857 2.614 -0.001 -0.001 -0.001
C 6.067 -0.177 2.562 0.005 -0.007 0.001
C 5.103 -0.108 1.572 -0.008 0.004 -0.004
H 2.701 -2.456 1.674 -0.002 0.000 0.001
H 3.684 -1.926 3.060 -0.009 0.006 0.000
H 4.410 -2.939 1.787 0.004 0.004 0.001
H 3.601 1.303 -0.863 0.003 -0.010 -0.014
H 5.951 2.801 0.008 -0.002 0.000 0.000
H 7.684 2.706 1.783 -0.001 0.001 -0.003
H 7.760 0.843 3.375 -0.002 -0.003 0.002
H 6.099 -0.997 3.267 -0.004 0.001 0.001
```
Forces are in eV/Å.

Properties
spin multiplicity	6
⟨S²⟩	8.7674
orbital gap (alpha / beta)	0.203 / 0.249	hartree
E_tot	-148705.20473	eV

=====

ΔE to the lowest compared entry with this formula, charge and spin
In order: 1.163; 11.855; 4.956; 2.797; 0.485; 4.381; 3.310; 0.000
Unit: eV